ORCA calculation (ωB97M-V/def2-TZVPD) on a structure of composition C13H12IN3O6PdS2.

Properties
E_LUMO (alpha / beta)   3.8 / 3.8 eV
HOMO (alpha / beta)   1.33 / 1.34 eV
Relative energy (zero: lowest compared OMol25 entry of this formula, charge and spin)   107.5 kJ/mol
Molar mass   603.712 u
2S+1   1
Total charge   -2

Geometry (Å):
Pd -0.9900 -0.1479 -1.2235
O 1.7627 3.6240 1.7869
C 0.4417 3.1873 1.9942
N 0.2671 1.7962 1.6441
C -0.1496 0.8982 2.5789
O -0.4418 1.2000 3.7328
C -0.3217 -0.4936 2.0562
C -1.3740 -1.2141 2.6473
C -1.5594 -2.5099 2.2310
C -0.8052 -2.9680 1.1519
N 0.2065 -2.3313 0.6339
C 0.4761 -1.0925 1.0735
H 2.3497 2.9100 2.1301
H -0.1838 3.8578 1.3791
H 0.1448 3.2397 3.0339
H 0.3214 1.5177 0.6778
H -1.9724 -0.7143 3.4013
H -2.2249 -3.2298 2.6567
H -0.9808 -3.9669 0.7488
H 1.2634 -0.5426 0.5635
O -1.4076 2.7466 -1.6369
C -1.9968 1.6615 -1.6221
I 4.3747 1.9040 -1.3268
C 2.9954 0.3842 -1.9077
C 3.4182 -0.9403 -1.8862
C 2.5290 -1.9375 -2.2548
C 1.2102 -1.5951 -2.5261
N 0.8300 -0.3051 -2.5813
C 1.6993 0.6780 -2.3356
H 4.4488 -1.1962 -1.5730
H 2.7917 -2.9894 -2.2866
H 0.4385 -2.3443 -2.6925
H 1.4134 1.7109 -2.4861
O -3.7998 -0.4844 -0.0111
S -4.0011 -0.2361 -1.4124
O -3.3058 1.5263 -1.8449
O -5.2849 -0.2230 -2.0616
S -2.5829 -1.3800 -2.4532

Atomic partial charges in e from the Mulliken method, atoms 1 to 2: -0.190 -0.538

=====

ORCA calculation (ωB97M-V/def2-TZVPD) on an isolated molecule of C13H12N4O4.

Properties
SMILES   CC(=O)/N=C1/NC(=O)/C(=C\c2ccc([N+](=O)[O-])cc2)N1C
E_LUMO   -1.7 eV
HOMO   -9.05 eV
Relative energy (zero: lowest compared OMol25 entry of this formula, charge and spin)   307.4 kJ/mol
Molar mass   288.263 u
2S+1   1

Geometry (Å):
C 2.0858 5.4574 -2.0534
C 2.0974 4.0063 -1.5624
O 3.1863 3.4395 -1.3174
N 0.8945 3.4941 -1.5826
C 0.6681 2.2556 -1.1827
N -0.6490 2.0408 -1.2446
C -0.9152 0.7087 -1.0603
O -1.8660 0.3001 -1.7529
C 0.2086 0.1238 -0.3830
C 0.4331 -0.9693 0.4232
C -0.5589 -1.9782 0.8867
C -1.8684 -2.0786 0.3854
C -2.7968 -2.9813 0.9504
C -2.3994 -3.7608 2.0756
N -3.3263 -4.5273 2.7901
O -3.0348 -5.0420 3.8999
O -4.3860 -4.7283 2.1983
C -1.0165 -3.8297 2.3904
C -0.1157 -2.9092 1.7881
N 1.2299 1.0576 -0.6011
C 2.6397 0.6675 -0.7250
H 1.2729 6.0240 -1.5826
H 1.8255 5.5793 -3.0957
H 3.0427 5.9177 -1.8687
H -1.2596 2.7152 -1.6620
H 1.4538 -1.0155 0.7871
H -2.2329 -1.3893 -0.3482
H -3.7988 -2.8191 0.6546
H -0.7512 -4.6254 3.1552
H 0.9697 -3.0387 1.9922
H 3.0314 1.3512 -1.3868
H 3.1568 0.8509 0.1656
H 2.7793 -0.2969 -1.1334

Atomic partial charges in e from the Mulliken method, atoms 1 to 2: -1.211 0.750